Record 1
Computed, not measured: a cluster of 2 separate species, C21H25F2N3O5 in total in a non-equilibrium geometry, with ωB97M-V/def2-TZVPD.

Cartesian coordinates (Å):
C 3.63 0.99 -2.08
N 3.91 1.23 -0.66
C 4.26 0.33 0.27
O 4.49 0.70 1.41
C 4.37 -1.17 -0.08
C 3.16 -1.96 0.46
C 1.82 -1.32 0.15
C 1.20 -1.55 -1.09
C 0.03 -0.84 -1.43
C -0.52 0.09 -0.52
O -1.63 0.79 -0.87
C 0.09 0.30 0.73
C 1.26 -0.41 1.06
N 5.60 -1.73 0.49
C 6.28 -2.74 -0.04
C 7.53 -3.17 0.70
O 5.96 -3.31 -1.08
H 3.42 1.94 -2.57
H 2.76 0.35 -2.19
H 4.49 0.52 -2.56
H 3.83 2.17 -0.31
H 4.39 -1.29 -1.16
H 3.25 -2.06 1.54
H 3.18 -2.97 0.04
H 1.64 -2.24 -1.80
H -0.46 -1.00 -2.38
H -2.02 1.26 -0.13
H -0.31 1.04 1.41
H 1.76 -0.21 2.00
H 5.94 -1.31 1.34
H 8.21 -2.32 0.78
H 7.24 -3.52 1.69
H 8.01 -3.98 0.15
N -5.86 0.87 2.17
C -5.49 0.36 0.83
C -5.19 1.52 -0.11
C -5.60 1.44 -1.45
C -5.38 2.50 -2.34
C -4.74 3.66 -1.90
C -4.33 3.76 -0.57
C -4.56 2.71 0.32
C -4.38 -0.74 0.87
F -4.97 -1.88 1.35
F -3.95 -1.04 -0.39
C -3.16 -0.39 1.77
O -2.84 0.78 1.94
O -2.48 -1.42 2.34
H -5.07 1.36 2.60
H -6.19 0.12 2.77
H -6.39 -0.14 0.43
H -6.10 0.55 -1.82
H -5.69 2.41 -3.38
H -4.56 4.48 -2.59
H -3.84 4.67 -0.22
H -4.25 2.83 1.35
H -1.72 -1.03 2.79

Results
Energy: -42327.106 eV
HOMO: -8.46 eV
LUMO: 0.526 eV
Structure (SMILES): CNC(=O)[C@H](Cc1ccc(O)cc1)NC(C)=O.N[C@@H](c1ccccc1)C(F)(F)C(=O)O

=====

Record 2
Computed, not measured: an isolated molecule of C21H25N3O in a non-equilibrium geometry, with ωB97M-V/def2-TZVPD.

Cartesian coordinates (Å):
C 4.32 -3.04 -0.33
C 3.91 -2.86 -1.79
N 2.68 -2.13 -2.04
C 1.53 -2.55 -1.27
C 1.09 -3.97 -1.64
C 2.81 -0.71 -2.26
C 3.35 0.14 -1.09
O 2.65 -0.06 0.12
C 1.43 0.49 0.21
N 0.97 1.23 -0.76
N -0.24 1.76 -0.69
C -1.02 1.56 0.34
C -2.37 2.15 0.25
C -3.51 1.41 0.55
C -4.76 1.99 0.44
C -4.91 3.30 0.03
C -6.26 3.93 -0.09
C -3.77 4.03 -0.29
C -2.51 3.46 -0.19
C -0.59 0.82 1.49
C -1.33 0.68 2.68
C -0.82 -0.05 3.72
C 0.44 -0.67 3.62
C 1.19 -0.52 2.49
C 0.69 0.23 1.41
H 4.29 -2.10 0.21
H 5.33 -3.43 -0.29
H 3.67 -3.75 0.18
H 4.70 -2.33 -2.33
H 3.81 -3.85 -2.25
H 1.70 -2.50 -0.18
H 0.71 -1.86 -1.50
H 0.13 -4.19 -1.17
H 0.98 -4.05 -2.72
H 1.82 -4.70 -1.31
H 1.82 -0.32 -2.53
H 3.48 -0.56 -3.11
H 3.30 1.20 -1.38
H 4.39 -0.13 -0.86
H -3.42 0.37 0.84
H -5.64 1.40 0.67
H -6.49 4.14 -1.14
H -7.04 3.28 0.30
H -6.30 4.88 0.45
H -3.87 5.05 -0.62
H -1.63 4.03 -0.45
H -2.28 1.18 2.78
H -1.38 -0.16 4.64
H 0.81 -1.25 4.45
H 2.17 -0.96 2.40

Results
Energy: -28699.963 eV
HOMO: -7.94 eV
LUMO: 0.245 eV
Energy relative to the best compared isomer or geometry (same formula, charge and spin): 247.6 kJ/mol
Structure (SMILES): CCN(CC)CCOc1nnc(-c2ccc(C)cc2)c2ccccc12

=====

Record 3
Computed, not measured: a structure of composition C21H25N3O2S3 in a non-equilibrium geometry, with ωB97M-V/def2-TZVPD.

Cartesian coordinates (Å):
C 5.08 1.03 1.85
C 4.35 1.74 0.78
N 3.08 1.97 0.81
C 2.46 2.54 -0.24
C 3.37 2.82 -1.27
S 4.86 2.42 -0.59
H 3.11 3.43 -1.86
C 0.96 2.79 -0.41
C 0.19 3.41 -1.36
C -1.10 3.30 -1.01
C -1.49 2.91 0.19
S -0.13 2.25 0.88
S -3.01 2.12 0.70
O -3.97 3.18 0.13
O -2.99 2.37 2.11
N -3.20 0.68 0.49
C -3.58 0.33 -0.92
H -4.75 0.58 -0.95
C -3.17 -0.81 -1.59
N -2.03 -1.43 -1.04
C -0.91 -0.64 -1.56
H -0.73 0.15 -0.49
C 0.39 -1.33 -1.78
C 1.06 -1.99 -0.49
C 1.30 -3.24 -0.80
C 2.06 -3.94 0.51
C 2.48 -3.32 1.52
C 2.34 -1.60 1.39
C 1.56 -1.26 0.45
H 1.56 -0.19 0.34
H 2.70 -1.00 2.14
H 2.96 -3.59 2.24
H 2.14 -4.99 0.61
H 0.89 -4.19 -1.35
H 0.06 -2.31 -2.52
H 1.12 -0.57 -2.32
H -1.10 -0.02 -2.51
C -1.98 -2.12 0.39
H -1.07 -2.67 0.20
C -2.17 -1.12 1.47
H -1.07 -0.72 1.62
H -2.25 -1.82 2.49
C -3.37 -0.36 1.40
H -4.25 -1.02 1.23
H -3.45 0.26 2.25
H -2.66 -2.90 0.13
H -3.24 -0.96 -2.58
H -3.91 -1.77 -1.16
H -3.13 1.35 -1.70
H -2.03 3.83 -1.58
H 0.69 3.89 -2.19
H 5.26 0.07 1.35
H 6.16 1.61 1.82
H 4.55 0.87 2.80

Results
Energy: -63236.601 eV
HOMO: -8.10 eV
LUMO: -0.104 eV
Energy relative to the best compared isomer or geometry (same formula, charge and spin): 1606.9 kJ/mol

=====

Record 4
Computed, not measured: an isolated molecule of C21H25N3O3S, with ωB97M-V/def2-TZVPD.

Cartesian coordinates (Å):
H -0.49 3.89 0.76
N -1.18 3.17 0.59
C -0.88 1.98 0.91
C -1.84 0.92 0.66
C -3.09 1.21 0.08
C -4.00 0.21 -0.17
O -5.23 0.39 -0.71
C -5.62 1.70 -1.05
C -3.67 -1.13 0.16
O -4.63 -2.05 -0.13
C -4.39 -3.40 0.18
C -2.45 -1.42 0.72
C -1.53 -0.40 0.98
N -0.32 -0.72 1.55
C 0.52 0.22 1.77
S 2.04 -0.25 2.53
C 2.08 -2.03 2.08
C 2.48 -2.15 0.64
C 1.53 -2.38 -0.34
C 1.90 -2.43 -1.67
C 3.22 -2.26 -2.04
C 4.18 -2.02 -1.06
C 3.81 -1.96 0.27
N 0.34 1.54 1.49
C 1.43 2.47 1.70
C 2.48 2.40 0.59
C 1.90 2.68 -0.80
O 2.86 2.67 -1.83
C 3.32 1.39 -2.19
H -3.28 2.25 -0.15
H -6.62 1.62 -1.46
H -5.64 2.35 -0.17
H -4.95 2.14 -1.80
H -3.53 -3.78 -0.38
H -5.28 -3.94 -0.12
H -4.22 -3.54 1.25
H -2.17 -2.43 0.99
H 1.09 -2.42 2.27
H 2.82 -2.46 2.75
H 0.50 -2.51 -0.06
H 1.15 -2.61 -2.43
H 3.51 -2.30 -3.08
H 5.21 -1.88 -1.34
H 4.55 -1.77 1.03
H 1.02 3.48 1.76
H 1.90 2.24 2.66
H 3.27 3.12 0.79
H 2.93 1.40 0.59
H 1.47 3.68 -0.83
H 1.10 1.95 -1.03
H 3.92 1.52 -3.08
H 2.49 0.71 -2.40
H 3.94 0.93 -1.41

Results
Energy: -43630.075 eV
HOMO: -7.55 eV
LUMO: 0.592 eV
Energy relative to the best compared isomer or geometry (same formula, charge and spin): 311.1 kJ/mol
Structure (SMILES): [H]/N=c1/c2cc(OC)c(OC)cc2nc(SCc2ccccc2)n1CCCOC

=====

no.,gap between HOMO and LUMO (eV)
1,8.989
2,8.184
3,7.995
4,8.137